# 1
The molecule C2H6N2O at a distorted geometry, computed with wB97M-V/def2-TZVPD.

Geometry (Å):
H1 -2.658 -0.324 0.913
N1 -1.738 0.107 0.566
C1 -1.192 -0.977 0.288
N2 0.226 -0.895 -0.123
O1 0.290 0.348 -0.703
C2 1.389 1.262 -0.074
H2 -1.524 -2.178 0.217
H3 0.397 -1.788 -0.781
H4 2.145 0.633 0.423
H5 0.732 2.095 0.345
H6 1.934 1.716 -1.072

The relative energy (zero: lowest compared OMol25 entry of this formula, charge and spin) comes out at 118.4 kcal per mole. Its charge is 0. As for the strongest force on any atom: 5.16 eV/A.

Atomic partial charges in e from the Löwdin method, atoms 1 to 5:
1 H 0.078
2 N 0.088
3 C -0.328
4 N -0.116
5 O -0.294



# 2
C30H31Cl3N2O2PSc as an isolated structure, computed with wB97M-V/def2-TZVPD.

Geometry (Å):
Sc1 -0.108 0.265 0.711
Cl1 -2.561 -5.278 -3.223
C1 -2.149 -4.115 -2.021
C2 -1.122 -3.215 -2.270
C3 -0.832 -2.308 -1.275
Cl2 0.454 -1.116 -1.509
C4 -1.496 -2.241 -0.052
O1 -1.141 -1.323 0.853
C5 -2.528 -3.158 0.148
Cl3 -3.400 -3.106 1.632
C6 -2.851 -4.089 -0.825
H1 -0.579 -3.230 -3.204
H2 -3.651 -4.795 -0.647
C7 5.749 -2.003 2.012
C8 4.759 -1.346 2.958
N1 3.916 -0.335 2.288
C9 4.588 0.930 1.939
C10 4.888 1.072 0.452
C11 2.648 -0.540 1.994
C12 2.021 -1.868 2.307
N2 1.873 0.394 1.436
H3 6.322 -2.756 2.552
H4 6.459 -1.283 1.606
H5 5.240 -2.495 1.182
H6 5.279 -0.830 3.766
H7 4.119 -2.087 3.425
H8 5.515 0.952 2.508
H9 3.988 1.763 2.316
H10 5.538 0.269 0.109
H11 5.397 2.018 0.272
H12 3.989 1.055 -0.164
H13 1.963 -2.019 3.385
H14 2.602 -2.686 1.884
H15 1.009 -1.929 1.910
H16 2.371 1.266 1.287
O2 -0.959 1.810 -0.246
P1 -2.295 2.328 0.361
C13 -2.305 4.091 0.529
C14 -2.033 4.861 -0.606
C15 -2.073 6.240 -0.519
C16 -2.391 6.851 0.690
C17 -2.667 6.087 1.815
C18 -2.624 4.703 1.740
C19 -2.302 1.532 1.979
C20 -3.337 0.702 2.398
C21 -3.212 -0.018 3.579
C22 -2.051 0.067 4.334
C23 -1.010 0.894 3.928
C24 -1.135 1.638 2.760
C25 -3.684 1.769 -0.584
C26 -4.862 2.514 -0.593
C27 -5.972 2.029 -1.268
C28 -5.905 0.811 -1.929
C29 -4.728 0.069 -1.925
C30 -3.617 0.544 -1.252
H17 -1.792 4.386 -1.550
H18 -1.863 6.841 -1.393
H19 -2.427 7.930 0.751
H20 -2.918 6.568 2.750
H21 -2.847 4.113 2.620
H22 -4.230 0.603 1.793
H23 -4.021 -0.658 3.904
H24 -1.961 -0.504 5.248
H25 -0.118 0.988 4.533
H26 -0.360 2.354 2.492
H27 -4.915 3.471 -0.087
H28 -6.887 2.606 -1.282
H29 -6.772 0.440 -2.459
H30 -4.677 -0.874 -2.452
H31 -2.699 -0.033 -1.264

The relative energy (zero: lowest compared OMol25 entry of this formula, charge and spin) comes out at 0.0 kcal per mole. Its charge is +2. As for the strongest force on any atom: 0.19 eV/A.

Atomic partial charges in e from the Löwdin method, atoms 1 to 5:
1 Sc 0.963
2 Cl 0.741
3 C -0.657
4 C -0.099
5 C -0.512



# 3
The molecule C5H6ClFO at a distorted geometry, computed with wB97M-V/def2-TZVPD.

Geometry (Å):
C1 -1.943 -0.131 -1.587
C2 -1.498 0.661 -0.599
F1 -2.038 1.949 -0.500
C3 -0.549 0.471 0.492
C4 0.569 -0.237 0.523
Cl1 1.378 -0.407 2.060
C5 1.395 -0.960 -0.517
O1 0.874 -0.703 -1.816
H1 -2.743 0.166 -2.277
H2 -1.544 -1.125 -1.788
H3 -1.003 0.848 1.403
H4 1.496 -2.044 -0.221
H5 2.439 -0.582 -0.513
H6 1.435 -1.092 -2.480

The relative energy (zero: lowest compared OMol25 entry of this formula, charge and spin) comes out at 22.7 kcal per mole. Its charge is 0. As for the strongest force on any atom: 1.82 eV/A.

Atomic partial charges in e from the Löwdin method, atoms 1 to 5:
1 C 0.088
2 C -0.311
3 F -0.007
4 C -0.080
5 C -0.618



# 4
An isolated ion of composition C9H11N2 and charge +1 at a distorted geometry, computed with wB97M-V/def2-TZVPD.

Geometry (Å):
C1 1.726 -2.881 0.110
N1 1.610 -1.732 -0.083
C2 1.348 -0.443 0.002
C3 -0.100 0.258 0.281
C4 -1.283 -0.426 0.091
C5 -2.478 0.260 -0.051
C6 -3.760 -0.440 -0.282
C7 0.267 1.606 0.270
C8 1.648 1.763 0.018
N2 2.280 0.581 -0.048
C9 3.740 0.409 -0.145
H1 1.691 -3.875 -0.017
H2 -1.192 -1.469 -0.132
H3 -2.464 1.262 0.274
H4 -4.108 -0.366 -1.285
H5 -3.613 -1.605 -0.182
H6 -4.537 0.092 0.393
H7 -0.342 2.469 0.484
H8 2.128 2.845 -0.071
H9 4.080 -0.331 -0.861
H10 4.050 1.503 -0.411
H11 4.101 0.154 0.892

The relative energy (zero: lowest compared OMol25 entry of this formula, charge and spin) comes out at 110.2 kcal per mole. Its charge is +1. As for the strongest force on any atom: 6.56 eV/A.

Atomic partial charges in e from the Löwdin method, atoms 1 to 5:
1 C 0.299
2 N 0.135
3 C -0.151
4 C -0.086
5 C -0.081



# 5
A 2-piece molecular cluster, C5H12N2 overall at a distorted geometry, computed with wB97M-V/def2-TZVPD.

Geometry (Å):
C1 -1.113 -2.866 1.473
C2 -1.908 -3.449 0.346
C3 -1.102 -2.253 0.083
C4 0.805 2.809 -1.720
C5 1.714 2.646 0.565
N1 1.039 0.737 -0.665
N2 1.158 1.924 -0.542
H1 -1.881 -2.351 2.146
H2 -0.207 -3.258 1.978
H3 -1.721 -4.411 -0.161
H4 -2.991 -3.317 0.489
H5 -0.318 -2.337 -0.539
H6 0.116 2.313 -2.413
H7 0.467 3.699 -1.364
H8 1.772 2.967 -2.312
H9 1.292 3.646 0.683
H10 1.667 1.916 1.472
H11 2.779 2.921 0.408
H12 -1.568 -1.335 0.073

The relative energy (zero: lowest compared OMol25 entry of this formula, charge and spin) comes out at 111.4 kcal per mole. Its charge is 0. As for the strongest force on any atom: 3.67 eV/A.

Atomic partial charges in e from the Löwdin method, atoms 1 to 5:
1 C -0.163
2 C -0.211
3 C -0.181
4 C -0.043
5 C -0.083



# 6
C4H11NP as an isolated structure at a distorted geometry, computed with wB97M-V/def2-TZVPD.

Geometry (Å):
C1 -1.870 -0.903 -0.067
C2 -0.380 -1.381 0.097
C3 -1.227 0.429 -0.358
C4 -1.696 1.780 -0.400
N1 -0.041 0.004 -0.130
P1 3.225 -0.392 -0.044
H1 -2.654 -1.290 -0.701
H2 -2.287 -0.752 0.951
H3 -0.138 -1.772 1.045
H4 0.035 -2.194 -0.531
H5 -0.979 2.426 -0.929
H6 -1.609 2.121 0.696
H7 -2.757 1.903 -0.719
H8 4.449 -0.047 -0.579
H9 0.938 0.482 0.015
H10 3.197 0.762 0.751
H11 3.794 -1.176 0.903

The relative energy (zero: lowest compared OMol25 entry of this formula, charge and spin) comes out at 43.0 kcal per mole. Its charge is +1. As for the strongest force on any atom: 3.65 eV/A.

Atomic partial charges in e from the Löwdin method, atoms 1 to 5:
1 C -0.003
2 C -0.105
3 C -0.261
4 C 0.019
5 N 0.106